[1]
Formula: C16H13F3OS2
Source: the Open Molecules 2025 dataset
Level of theory: ωB97M-V/def2-TZVPD

Results
- highest occupied orbital energy (eV) = -6.16
- net charge = 0
- LUMO (eV) = -2.150
- energy relative to the best compared isomer or geometry (same formula, charge and spin) (kJ/mol) = 9.6
- E (eV) = -48671.602

Last column: Mulliken charge in e.
Geometry (Å):
F -1.933 -0.548 5.284  -0.279
C -1.000 -1.530 5.086  0.898
F -0.103 -1.453 6.110  -0.280
F -1.651 -2.732 5.206  -0.265
C -0.330 -1.402 3.746  0.173
C 0.983 -1.849 3.559  -0.582
C 1.577 -1.698 2.329  -0.639
C 0.891 -1.044 1.212  0.007
O 1.439 -0.782 0.111  -0.574
C -0.492 -0.675 1.469  0.063
C -1.072 -0.859 2.699  -0.697
H 1.544 -2.313 4.370  0.345
H 2.602 -2.027 2.155  0.341
H -1.041 -0.217 0.648  0.295
H -2.106 -0.569 2.847  0.353
C -0.872 4.184 -1.217  -0.379
C -1.753 3.366 -1.939  -0.632
C -1.364 2.085 -2.312  -0.519
C -0.084 1.600 -1.974  0.429
C 0.259 0.238 -2.352  0.907
S 1.875 -0.269 -2.585  0.030
C 1.538 -1.776 -3.537  -0.600
C 0.094 -2.238 -3.422  -0.551
S -0.963 -0.897 -2.769  -0.070
C 0.827 2.456 -1.319  -0.340
C 0.430 3.738 -0.950  -0.750
H -1.183 5.185 -0.910  0.380
H -2.736 3.735 -2.238  0.370
H -2.033 1.455 -2.902  0.312
H 1.798 -1.498 -4.567  0.389
H 2.211 -2.554 -3.161  0.379
H -0.317 -2.532 -4.397  0.416
H -0.004 -3.085 -2.728  0.332
H 1.829 2.093 -1.088  0.367
H 1.139 4.411 -0.465  0.369


[2]
Formula: C16H13F9I2N2S2
Source: the Open Molecules 2025 dataset
Level of theory: ωB97M-V/def2-TZVPD

Results
- highest occupied orbital energy (eV) = -8.63
- net charge = 0
- LUMO (eV) = -1.125
- energy relative to the best compared isomer or geometry (same formula, charge and spin) (kJ/mol) = 0.0
- E (eV) = -82113.035

Last column: Mulliken charge in e.
Geometry (Å):
C -2.561 2.753 0.567  -1.072
C -1.514 2.835 1.671  -0.749
C -0.114 2.244 1.335  -1.958
C 0.040 1.658 -0.042  0.526
C -0.122 0.237 -0.340  0.074
C -0.572 -0.695 0.782  0.560
F -1.335 -1.716 0.299  -0.275
F -1.363 -0.038 1.672  -0.282
C 0.588 -1.357 1.585  0.649
F 1.172 -2.269 0.783  -0.284
F 1.510 -0.415 1.896  -0.309
C 0.157 -2.082 2.910  0.505
F -1.135 -2.456 2.833  -0.269
F 0.922 -3.182 3.060  -0.298
C 0.337 -1.242 4.211  0.592
F 1.639 -1.119 4.507  -0.252
F -0.185 -0.013 4.080  -0.175
F -0.289 -1.869 5.210  -0.254
C 0.136 -0.303 -1.585  -0.349
C 0.133 -1.762 -1.946  -1.518
I -1.658 -2.167 -3.074  0.139
C 1.336 -2.304 -2.722  -0.180
C 1.359 -3.827 -2.742  -1.251
I 3.145 -1.576 -1.840  0.054
C 0.446 0.626 -2.625  0.693
N 0.653 0.316 -3.911  -0.365
S 0.928 1.682 -4.675  0.106
N 0.803 2.734 -3.473  -0.684
C 0.541 2.017 -2.369  0.703
C 0.345 2.526 -1.059  1.119
S 0.537 4.270 -0.928  -0.214
H -2.680 1.740 0.189  0.250
H -3.529 3.069 0.953  0.420
H -2.323 3.401 -0.277  0.272
H -1.388 3.882 1.948  0.477
H -1.899 2.322 2.549  0.406
H 0.146 1.527 2.102  -0.128
H 0.635 3.029 1.420  0.932
H 0.039 -2.378 -1.065  0.674
H 1.310 -1.932 -3.739  0.509
H 1.131 -4.242 -1.761  0.303
H 2.329 -4.197 -3.059  0.433
H 0.616 -4.187 -3.452  0.346
H -0.265 4.458 0.122  0.123


[3]
Formula: C16H13FO5
Source: the Open Molecules 2025 dataset
Level of theory: ωB97M-V/def2-TZVPD

Results
- highest occupied orbital energy (eV) = -8.66
- structure (SMILES) = COC(=O)/C(O)=C/C(=O)c1ccc(Cc2ccc(F)cc2)o1
- net charge = 0
- LUMO (eV) = -0.578
- energy relative to the best compared isomer or geometry (same formula, charge and spin) (kJ/mol) = 224.8
- E (eV) = -29753.778

Last column: Mulliken charge in e.
Geometry (Å):
C 2.525 -5.267 -1.963  -0.651
O 1.562 -4.692 -0.974  -0.313
C 1.916 -3.524 -0.275  0.527
O 3.065 -3.086 -0.186  -0.595
C 0.796 -2.772 0.345  0.562
O 1.016 -1.996 1.469  -0.479
C -0.554 -2.856 -0.216  -0.489
C -1.763 -2.336 0.495  0.531
O -2.701 -3.121 0.305  -0.599
C -1.918 -0.984 1.185  0.158
C -3.124 -0.239 1.513  -1.064
C -2.795 1.082 1.783  -0.581
C -1.451 1.215 1.561  0.546
C -0.741 2.465 1.709  -0.903
C -0.179 3.113 0.475  0.643
C -0.345 4.507 0.277  -0.540
C 0.065 5.015 -0.921  -0.450
C 0.757 4.185 -1.839  0.452
F 1.191 4.770 -2.953  -0.292
C 0.827 2.845 -1.734  -0.806
C 0.507 2.256 -0.477  -0.472
O -0.914 -0.022 1.190  -0.158
H 2.960 -6.192 -1.562  0.267
H 2.066 -5.546 -2.889  0.282
H 3.458 -4.650 -2.114  0.291
H 1.982 -1.879 1.559  0.335
H -0.704 -3.450 -1.144  0.328
H -4.003 -0.697 1.484  0.702
H -3.404 1.884 2.072  0.480
H -1.365 3.176 2.275  0.405
H 0.201 2.176 2.277  0.240
H -1.000 5.003 1.064  0.235
H -0.003 6.113 -1.027  0.336
H 1.306 2.277 -2.353  0.553
H 0.763 1.227 -0.412  0.520


[4]
Formula: C16H13N5O3
Source: the Open Molecules 2025 dataset
Level of theory: ωB97M-V/def2-TZVPD

Results
- highest occupied orbital energy (eV) = -8.41
- structure (SMILES) = Cc1nc2ccccn2c1C(=O)N/N=C/c1ccccc1[N+](=O)[O-]
- net charge = 0
- LUMO (eV) = -0.880
- energy relative to the best compared isomer or geometry (same formula, charge and spin) (kJ/mol) = 500.8
- E (eV) = -30392.843

Last column: Mulliken charge in e.
Geometry (Å):
C 1.805 -2.991 -3.405  -1.274
C 1.325 -2.746 -2.025  0.696
N 0.415 -3.533 -1.437  -0.808
C 0.212 -3.040 -0.225  0.402
C -0.623 -3.506 0.798  -0.759
C -0.638 -2.844 1.995  -0.188
C 0.204 -1.733 2.195  -0.838
C 1.010 -1.285 1.192  -0.011
N 0.981 -1.896 -0.013  0.197
C 1.690 -1.696 -1.173  0.489
C 2.544 -0.568 -1.508  -0.088
O 3.547 -0.639 -2.189  -0.642
N 2.123 0.680 -1.066  -0.452
N 0.930 0.884 -0.525  0.130
C 0.535 2.065 -0.243  -0.380
C -0.770 2.242 0.359  0.639
C -1.661 1.161 0.383  -0.416
C -2.931 1.284 0.904  -0.820
C -3.370 2.505 1.402  -0.470
C -2.518 3.589 1.387  -0.605
C -1.225 3.462 0.887  0.213
N -0.392 4.633 0.965  0.930
O 0.811 4.484 1.049  -0.581
O -0.949 5.711 0.962  -0.573
H 2.633 -2.329 -3.638  0.325
H 0.994 -2.830 -4.114  0.287
H 2.124 -4.026 -3.499  0.320
H -1.223 -4.380 0.608  0.482
H -1.273 -3.180 2.799  0.440
H 0.223 -1.235 3.150  0.434
H 1.688 -0.458 1.321  0.447
H 2.724 1.470 -1.320  0.282
H 1.161 2.937 -0.435  0.437
H -1.322 0.224 -0.028  0.483
H -3.589 0.429 0.916  0.427
H -4.367 2.607 1.801  0.393
H -2.827 4.549 1.772  0.453